No. 1
Here is a molecular structure, H12MgO6 from OMol25. Energies are from ωB97M-V/def2-TZVPD.

Structure (XYZ):
```
19
Properties=species:S:1:pos:R:3:forces:R:3
Mg -0.273895 -0.185632 -0.208316 0.8 1.1 -0.3
O 1.097105 0.188368 -1.857316 0.6 -1.1 1.3
H 1.040105 0.607368 -2.691316 -0.7 1.0 -1.6
H 1.993105 -0.183632 -1.909316 -0.2 -0.1 0.4
O -1.321895 1.639368 -0.702316 -0.2 -2.6 0.2
H -2.062895 1.594368 -0.110316 -1.1 0.1 0.0
H -1.150895 2.548368 -0.771316 0.8 2.1 -0.5
O 1.025105 1.356368 0.770684 0.5 1.2 0.9
H 1.873105 1.817368 0.516684 -1.2 -0.7 0.3
H 0.634105 1.899368 1.508684 0.8 -0.6 -1.0
O -1.216895 -1.842632 -0.847316 1.9 -2.7 -1.1
H -1.211895 -2.592632 -0.210316 -0.9 0.8 0.4
H -0.659895 -2.386632 -1.509316 -1.3 1.7 0.3
O 1.195105 -1.422632 0.631684 0.7 -0.4 0.2
H 1.817105 -2.132632 0.355684 -0.6 0.5 0.2
H 1.620105 -0.996632 1.395684 0.0 -0.1 -0.2
O -1.465895 -0.115632 1.528684 0.0 1.5 0.0
H -1.114895 -0.580632 2.305684 -0.5 0.3 0.1
H -1.815895 0.788368 1.803684 0.6 -2.0 0.1
```
Forces are in eV/Å.

charge	+2
E_HOMO	-20.3122	eV
energy relative to the best compared isomer or geometry (same formula, charge and spin)	115.0	kJ/mol
orbital gap	12.9	eV
spin multiplicity	1
maximum force	3.5	eV Å⁻¹
LUMO level	-7.38	eV

natural (NBO) atomic charge list, values in e, 6 entries: 1.82 -1.01 0.52 0.52 -0.98 0.49

---

No. 2
Here is a molecular structure, C4H7NO2 from OMol25. Energies are from ωB97M-V/def2-TZVPD.

Structure (XYZ):
```
14
Properties=species:S:1:pos:R:3:forces:R:3
C -0.438976 -0.016905 0.536692 -0.2 -0.6 -1.0
C -0.741066 -1.271912 -0.017819 -0.5 0.4 0.8
C -1.067901 1.257923 0.069442 0.0 0.0 0.0
O 1.158024 -0.266653 -0.967531 -0.5 0.1 0.5
O 2.272744 0.157321 -1.738288 -0.2 -0.4 0.0
C 0.382741 0.054983 1.697977 0.6 0.1 0.7
N 1.024780 0.134541 2.653681 -0.3 0.0 -0.5
H 3.020115 -0.096367 -1.174949 -0.1 -0.1 -0.1
H -0.570332 -2.148280 0.597437 0.3 0.0 -0.1
H -1.644623 -1.327200 -0.616649 0.1 0.1 -0.2
H 0.301952 -1.217333 -0.913798 0.8 0.5 -0.2
H -1.502420 1.122872 -0.919544 0.0 0.0 0.1
H -0.336554 2.063846 0.025951 0.0 0.0 0.0
H -1.858483 1.553165 0.767398 0.1 0.0 0.0
```
Forces are in eV/Å.

E_HOMO (alpha / beta)	-9.5984 / -9.5992	eV
energy relative to the best compared isomer or geometry (same formula, charge and spin)	631.1	kJ/mol
orbital gap (alpha / beta)	8.8 / 8.8	eV
spin multiplicity	1
maximum force	1.2	eV Å⁻¹
LUMO level (alpha / beta)	-0.81 / -0.81	eV

natural (NBO) atomic charge list, values in e, 6 entries: 0.15 -0.63 -0.64 -0.49 -0.43 0.23

---

No. 3
Here is 2 unconnected molecules or ions with the total composition C4H10N2 from OMol25. Energies are from ωB97M-V/def2-TZVPD.

Structure (XYZ):
```
16
Properties=species:S:1:pos:R:3:forces:R:3
C 1.390969 0.307226 0.388820 0.9 0.0 0.5
C 2.762770 -0.380522 0.435709 -0.1 -0.3 -0.9
C 3.008092 -1.699290 0.277312 1.0 1.9 0.4
H 1.140254 0.773763 -0.569867 0.2 -0.5 -0.2
H 0.597326 -0.399102 0.683805 0.2 0.5 0.0
H 1.468420 1.199275 1.037603 -0.5 -0.6 0.2
H 3.607400 0.322416 0.503416 -0.3 -0.4 0.1
H 4.082780 -2.029411 0.269060 -1.5 0.0 0.0
H 2.168220 -2.359896 0.156256 0.1 -0.5 0.0
N -3.216479 1.198450 -1.282171 -2.2 1.4 0.3
C -2.704226 0.280593 -0.383138 0.3 0.1 1.4
N -2.558356 0.582502 0.875448 0.1 0.1 -2.3
H -3.840368 0.858427 -2.052009 1.1 0.3 1.1
H -3.649872 2.076189 -0.802833 1.2 -2.2 -1.0
H -2.377727 -0.693460 -0.832483 -0.2 0.9 0.2
H -1.879202 -0.037160 1.295070 -0.3 -0.5 0.3
```
Forces are in eV/Å.

E_HOMO	-9.4573	eV
structure (SMILES)	[H]/N=C/N.C=CC
energy relative to the best compared isomer or geometry (same formula, charge and spin)	159.8	kJ/mol
orbital gap	10.4	eV
spin multiplicity	1
maximum force	2.7	eV Å⁻¹
LUMO level	0.97	eV

natural (NBO) atomic charge list, values in e, 6 entries: -0.66 -0.16 -0.42 0.22 0.21 0.22

---

No. 4
Here is 4 unconnected molecules or ions with the total composition C3H15NO4 from OMol25. Energies are from ωB97M-V/def2-TZVPD.

Structure (XYZ):
```
23
Properties=species:S:1:pos:R:3:forces:R:3
C -1.408255 -0.221874 0.691959 0.8 -0.1 -0.3
O -1.374793 0.554843 -0.497092 -0.1 -0.5 -0.2
C -0.478110 -1.425411 0.716354 0.2 -0.9 -0.6
C -0.358065 -2.057087 2.117604 -0.5 0.6 -1.1
N 0.831078 -1.134984 0.144587 -0.1 1.0 -0.8
H -2.418287 -0.567196 0.888097 -0.2 0.0 0.3
H -1.033041 0.467389 1.413340 -0.2 0.5 1.0
H -1.446116 -0.034492 -1.249760 0.0 0.0 -0.3
H -0.939960 -2.160983 0.035035 -0.1 -0.2 0.3
H -1.338128 -2.052175 2.595033 0.1 -0.3 0.2
H -0.002145 -3.068031 1.949440 0.1 -0.2 0.5
H 0.343284 -1.450270 2.680067 0.1 -0.1 0.3
H 1.640357 -1.624886 0.490947 -0.3 -0.3 0.4
H 1.043054 -0.139659 0.075510 -0.2 -0.3 0.1
H 0.508731 -0.784661 -2.286316 0.2 0.1 0.2
H -0.457091 -0.366624 -3.381374 0.1 0.1 -0.2
O 0.400739 -0.142788 -3.003616 -0.3 -0.3 0.1
H -0.063557 2.573476 -0.077998 -0.2 -0.2 0.0
H -1.429847 2.416384 0.599549 0.2 0.1 -0.3
O -0.549703 2.787506 0.724949 0.1 0.4 0.4
H 2.798997 1.235040 0.449745 -0.1 0.3 0.0
H 2.935595 0.444395 -0.807955 0.0 0.0 -0.4
O 2.474296 1.213958 -0.458739 0.3 -0.1 0.3
```
Forces are in eV/Å.

E_HOMO	-9.3032	eV
structure (SMILES)	C[C@H](N)CO.O.O.O
energy relative to the best compared isomer or geometry (same formula, charge and spin)	103.0	kJ/mol
orbital gap	9.8	eV
spin multiplicity	1
maximum force	1.4	eV Å⁻¹
LUMO level	0.54	eV

natural (NBO) atomic charge list, values in e, 6 entries: -0.08 -0.73 -0.06 -0.62 -0.91 0.17